1.
Molecular formula: C54H42Cl3GeNaP3S3SbSi
Method: DFT, ωB97M-V/def2-TZVPD

Atoms and positions in Å:
Na  1.532  -1.329  0.213
C  -2.278  -3.862  -1.006
C  -3.084  -2.889  -0.434
C  -2.862  -1.547  -0.713
C  -1.822  -1.163  -1.556
C  -1.007  -2.150  -2.113
C  -1.239  -3.493  -1.851
P  -1.449  0.569  -2.021
C  -2.550  0.764  -3.487
C  -2.526  2.007  -4.126
C  -3.280  2.245  -5.262
C  -4.060  1.229  -5.805
C  -4.078  -0.014  -5.195
C  -3.335  -0.245  -4.041
C  -2.420  1.494  -0.757
C  -3.732  1.905  -0.974
C  -4.446  2.560  0.024
C  -3.840  2.790  1.247
C  -2.530  2.373  1.461
C  -1.776  1.730  0.475
Si  0.046  1.075  0.780
C  1.110  2.666  0.426
C  0.760  3.932  0.905
C  1.619  5.021  0.828
C  2.875  4.865  0.262
C  3.226  3.640  -0.291
C  2.348  2.560  -0.243
P  2.669  1.027  -1.213
C  4.451  1.082  -1.658
C  5.237  0.068  -1.106
C  6.588  -0.028  -1.409
C  7.163  0.884  -2.280
C  6.387  1.884  -2.856
C  5.038  1.980  -2.550
C  1.972  1.531  -2.841
C  1.464  2.792  -3.135
C  0.919  3.055  -4.387
C  0.867  2.064  -5.354
C  1.369  0.801  -5.068
C  1.915  0.539  -3.822
C  -0.095  1.060  2.722
C  0.228  2.115  3.584
C  -0.009  2.061  4.949
C  -0.622  0.947  5.506
C  -0.936  -0.125  4.686
C  -0.651  -0.086  3.320
P  -0.898  -1.590  2.296
C  -2.545  -2.138  2.897
C  -2.837  -3.409  3.384
C  -4.148  -3.772  3.674
C  -5.185  -2.872  3.485
C  -4.902  -1.595  3.011
C  -3.598  -1.234  2.718
C  0.264  -2.778  3.072
C  1.131  -2.468  4.117
C  2.071  -3.398  4.548
C  2.153  -4.643  3.950
C  1.301  -4.962  2.898
C  0.378  -4.029  2.454
H  -2.444  -4.910  -0.785
H  -3.877  -3.167  0.251
H  -3.491  -0.792  -0.258
H  -0.177  -1.866  -2.752
H  -0.605  -4.246  -2.301
H  -1.904  2.797  -3.720
H  -3.252  3.220  -5.733
H  -4.643  1.406  -6.701
H  -4.677  -0.815  -5.612
H  -3.368  -1.221  -3.573
H  -4.215  1.704  -1.923
H  -5.468  2.871  -0.155
H  -4.385  3.289  2.041
H  -2.085  2.551  2.434
H  -0.214  4.066  1.363
H  1.317  5.982  1.228
H  3.573  5.693  0.234
H  4.194  3.528  -0.762
H  4.757  -0.644  -0.444
H  7.183  -0.814  -0.964
H  8.216  0.812  -2.522
H  6.835  2.587  -3.548
H  4.431  2.746  -3.020
H  1.475  3.569  -2.380
H  0.521  4.041  -4.599
H  0.421  2.265  -6.320
H  1.319  0.014  -5.810
H  2.287  -0.455  -3.595
H  0.689  3.007  3.181
H  0.300  2.884  5.580
H  -0.819  0.899  6.570
H  -1.381  -1.019  5.112
H  -2.041  -4.124  3.542
H  -4.353  -4.767  4.050
H  -6.205  -3.158  3.708
H  -5.702  -0.879  2.864
H  -3.388  -0.238  2.341
H  1.112  -1.488  4.577
H  2.759  -3.122  5.335
H  2.900  -5.356  4.274
H  1.387  -5.917  2.396
H  -0.248  -4.264  1.598
S  3.862  1.690  5.613
Sb  3.694  1.916  3.369
S  3.260  -0.338  2.396
S  5.283  0.294  2.366
Cl  3.527  -6.489  -0.249
Ge  1.528  -5.509  -0.755
Cl  1.371  -6.323  -2.902
Cl  2.403  -3.407  -1.374

Electronic energy ... -229977.004 eV
ΔE to the lowest compared entry with this formula, charge and spin ... 148.6 kJ/mol
Molar mass ... 1231.86 g/mol
Charge ... -2
HOMO level ... -1.81 eV


2.
Molecular formula: C42H84O22
Method: DFT, ωB97M-V/def2-TZVPD

Atoms and positions in Å:
C  1.551  -6.991  -2.635
O  1.620  -5.637  -2.246
C  2.505  -5.228  -1.369
O  3.217  -5.888  -0.593
O  2.506  -3.887  -1.397
C  3.404  -3.177  -0.667
H  0.619  -7.226  -3.150
H  1.469  -7.524  -1.688
H  2.448  -7.190  -3.222
H  4.397  -3.613  -0.780
H  3.334  -3.257  0.418
H  3.294  -2.102  -0.806
C  0.566  3.854  2.020
O  -0.126  5.071  1.668
C  -0.023  6.158  2.429
O  0.512  6.229  3.555
O  -0.602  7.196  1.856
C  -1.032  7.281  0.474
H  0.740  3.235  1.140
H  0.038  3.237  2.746
H  1.532  4.005  2.501
H  -1.678  6.450  0.190
H  -0.174  7.063  -0.162
H  -1.466  8.270  0.331
C  -3.098  2.895  0.878
O  -3.092  4.349  0.898
C  -4.096  4.922  1.459
O  -5.014  4.291  2.025
O  -3.932  6.239  1.279
C  -4.928  7.084  1.667
H  -3.928  2.426  0.350
H  -3.143  2.428  1.862
H  -2.214  2.469  0.405
H  -5.823  6.803  1.111
H  -4.748  8.135  1.443
H  -5.265  7.150  2.702
C  -3.688  -1.437  -5.599
O  -3.239  -2.787  -5.671
C  -2.227  -3.148  -4.896
O  -1.842  -2.446  -3.938
O  -1.782  -4.372  -5.274
C  -0.635  -4.858  -4.621
H  -2.913  -0.689  -5.429
H  -4.312  -1.417  -4.706
H  -4.378  -1.192  -6.407
H  -0.380  -5.899  -4.822
H  -0.735  -4.748  -3.541
H  0.179  -4.251  -5.016
C  -5.014  0.297  -1.977
C  -5.466  1.441  -2.934
O  -5.034  1.445  -4.073
C  -6.504  2.444  -2.591
H  -5.827  -0.290  -1.549
H  -4.582  0.801  -1.112
H  -4.236  -0.344  -2.393
H  -7.382  1.798  -2.568
H  -6.702  3.146  -3.400
H  -6.168  2.826  -1.627
C  3.867  0.747  0.618
C  4.677  -0.270  1.502
O  4.204  -1.273  1.946
C  6.061  0.221  1.852
H  3.330  1.493  1.203
H  3.099  0.108  0.182
H  4.373  1.200  -0.235
H  6.272  1.199  1.417
H  6.902  -0.443  1.652
H  5.987  0.510  2.900
C  3.215  -3.204  5.275
C  2.887  -4.218  4.270
O  3.272  -5.394  4.347
C  1.916  -3.749  3.231
H  3.887  -3.747  5.940
H  2.373  -3.004  5.938
H  3.771  -2.309  4.995
H  2.049  -2.691  3.006
H  0.911  -3.882  3.630
H  2.114  -4.292  2.306
C  -1.995  -1.748  3.932
C  -1.558  -1.178  5.277
O  -1.190  -0.050  5.417
C  -1.548  -2.241  6.409
H  -1.479  -2.677  3.686
H  -1.728  -1.057  3.133
H  -3.079  -1.826  4.015
H  -0.810  -3.015  6.197
H  -2.515  -2.706  6.600
H  -1.248  -1.675  7.291
C  -2.244  -5.747  1.204
C  -2.046  -4.316  1.013
O  -1.000  -3.755  1.234
C  -3.183  -3.434  0.565
H  -1.434  -6.432  0.956
H  -3.095  -5.985  0.566
H  -2.587  -5.976  2.214
H  -3.090  -2.452  1.027
H  -4.135  -3.877  0.859
H  -3.096  -3.302  -0.513
C  1.488  2.386  5.046
C  2.618  1.450  5.398
O  3.492  1.719  6.211
C  2.486  0.131  4.756
H  0.924  2.059  4.172
H  1.823  3.420  4.975
H  0.754  2.474  5.847
H  3.325  0.057  4.065
H  1.578  0.045  4.159
H  2.607  -0.732  5.410
C  2.081  -1.750  -3.892
C  3.187  -2.202  -4.833
O  3.242  -1.582  -5.928
C  4.172  -3.261  -4.369
H  2.621  -1.062  -3.242
H  1.574  -2.563  -3.373
H  1.271  -1.214  -4.387
H  5.049  -3.396  -5.003
H  3.628  -4.201  -4.280
H  4.412  -2.994  -3.340
C  2.254  3.431  -2.726
C  3.673  2.877  -2.686
O  4.452  3.198  -1.752
C  3.896  1.683  -3.588
H  2.083  3.705  -3.767
H  2.192  4.259  -2.020
H  1.599  2.662  -2.315
H  4.356  0.791  -3.162
H  4.453  1.983  -4.476
H  2.910  1.409  -3.962
C  -0.908  3.946  -1.744
C  -1.696  4.707  -2.797
O  -2.926  4.811  -2.686
C  -0.969  5.354  -3.911
H  -0.123  4.586  -1.340
H  -0.482  2.973  -1.991
H  -1.690  3.804  -0.999
H  0.024  5.696  -3.617
H  -1.520  6.224  -4.270
H  -0.969  4.639  -4.733
C  -0.894  -1.143  -0.762
C  -0.121  -0.144  -0.039
O  -0.040  1.004  -0.495
C  0.586  -0.518  1.229
H  -0.200  -1.719  -1.375
H  -1.506  -0.688  -1.540
H  -1.526  -1.805  -0.171
H  1.224  -1.380  1.037
H  -0.102  -0.898  1.984
H  1.025  0.376  1.673

Electronic energy ... -89947.271 eV
ΔE to the lowest compared entry with this formula, charge and spin ... 227.3 kJ/mol
Molar mass ... 941.11 g/mol
Charge ... +1
HOMO level (alpha / beta) ... -10.88 / -10.88 eV
Multiplicity ... 2